Entry from the Open Molecules 2025 dataset: 8 unconnected molecules or ions with the total composition C33H64FNO9S3 (the ωB97M-V functional and the def2-TZVPD basis).

Structure (XYZ):
```
111
Properties=species:S:1:pos:R:3:forces:R:3
O 3.091508 -2.007480 -1.586260 0.097 -0.011 -0.171
S 3.192081 -0.679683 -2.089313 -0.244 0.027 0.184
O 2.543818 -0.314523 -3.305365 0.284 -0.176 -0.092
F 4.725660 -0.406482 -2.287914 -0.057 0.031 -0.112
C 2.821442 0.489510 -0.852142 0.028 0.001 0.106
C 3.533615 1.686617 -0.838131 0.054 0.112 0.034
C 3.195462 2.668897 0.068994 -0.025 0.081 0.081
C 2.138122 2.456177 0.946818 -0.061 0.011 0.083
C 1.433405 1.266185 0.933301 0.056 0.005 -0.013
C 1.756986 0.247633 0.027013 -0.108 0.016 0.084
N 0.996017 -0.928352 0.037455 -0.116 0.446 -0.751
C -0.409440 -0.768112 0.097725 -0.008 -0.202 0.099
C -1.254073 -1.500852 -0.749463 0.150 0.208 -0.012
S -0.580399 -2.649713 -1.932194 0.035 -0.151 -0.023
C -2.625900 -1.324306 -0.658300 -0.159 -0.032 0.033
C -3.165174 -0.430117 0.250382 -0.082 0.115 0.269
C -2.333381 0.295592 1.088802 0.082 0.110 0.034
C -0.958619 0.114745 1.015089 -0.083 0.040 -0.095
S 0.139407 0.979568 2.094028 -0.056 -0.053 0.220
H 4.340183 1.846656 -1.542714 -0.056 -0.047 0.062
H 3.736297 3.606398 0.095977 0.011 -0.082 -0.031
H 1.852299 3.209975 1.673132 0.085 -0.043 -0.105
H 1.208172 -1.529713 -0.753259 0.179 -0.334 0.338
H -0.421476 -1.803129 -2.960799 0.023 0.053 -0.049
H -3.274590 -1.870637 -1.330928 0.048 -0.028 0.021
H -4.235814 -0.278117 0.304790 0.049 -0.044 -0.063
H -2.731464 1.005660 1.808385 -0.031 -0.128 -0.071
C -2.048877 2.248860 5.774338 0.117 -0.028 -0.129
C -3.272988 2.639596 4.960166 0.005 -0.083 0.163
C -4.450476 3.027009 5.839417 -0.036 -0.001 -0.043
O -3.627013 1.576467 4.077069 -0.037 0.079 -0.058
H -2.268370 1.378372 6.398723 -0.027 0.015 0.026
H -1.238143 1.974708 5.096196 0.015 -0.004 0.034
H -1.711070 3.056521 6.426124 -0.045 0.032 -0.015
H -3.020812 3.473784 4.303020 0.004 -0.004 -0.029
H -4.741823 2.184616 6.473009 0.026 0.008 0.029
H -5.310247 3.302469 5.229169 0.012 0.006 -0.010
H -4.198170 3.867848 6.487004 0.005 -0.001 0.009
H -3.847014 0.806407 4.613727 0.018 -0.037 -0.051
C 1.660407 -4.422116 -5.443626 -0.050 0.015 0.044
C 1.394304 -3.092768 -6.134038 0.105 -0.083 0.026
C 2.576127 -2.650613 -6.983366 -0.028 0.067 -0.003
O 1.058818 -2.090072 -5.180820 -0.083 -0.070 0.029
H 2.518615 -4.330873 -4.771827 0.022 -0.007 -0.020
H 0.798601 -4.721528 -4.846831 -0.008 0.002 -0.008
H 1.874949 -5.210066 -6.167261 0.007 0.004 -0.007
H 0.509456 -3.185705 -6.767081 -0.019 0.011 -0.001
H 3.459459 -2.512564 -6.353548 0.013 -0.034 -0.003
H 2.360641 -1.700564 -7.472002 -0.010 -0.004 -0.001
H 2.814482 -3.391639 -7.747865 0.000 -0.011 0.007
H 1.820413 -1.958756 -4.601377 -0.054 0.177 -0.006
C 0.739104 -3.536098 2.126482 -0.022 0.123 -0.011
C -0.391424 -3.705900 3.124447 -0.028 -0.089 -0.130
C -0.879993 -5.144971 3.184615 -0.075 0.023 0.042
O -1.472111 -2.816289 2.829161 0.010 -0.038 0.093
H 0.396871 -3.794633 1.117818 -0.006 -0.043 0.007
H 1.070617 -2.498724 2.102430 0.016 -0.010 0.015
H 1.590831 -4.166490 2.380158 -0.007 -0.007 0.029
H -0.049463 -3.400964 4.115406 0.006 0.022 0.013
H -1.265299 -5.451162 2.207475 0.033 -0.012 -0.013
H -1.685424 -5.249594 3.912225 0.007 0.007 0.004
H -0.069159 -5.821737 3.458921 0.015 0.006 -0.007
H -1.795603 -3.025903 1.944779 0.013 0.070 -0.025
C 1.759532 0.476208 5.830499 -0.019 -0.019 -0.075
C 2.696555 1.571038 5.345594 -0.072 -0.090 0.117
C 3.178378 2.457568 6.482550 0.009 0.064 -0.063
O 2.066717 2.349402 4.328064 0.036 0.132 -0.081
H 0.870478 0.918700 6.290064 0.016 0.001 0.039
H 1.432325 -0.143793 4.995513 0.008 0.005 -0.006
H 2.244417 -0.160087 6.572177 0.006 0.008 0.009
H 3.556468 1.117136 4.849769 0.008 0.007 -0.028
H 2.327633 2.952501 6.960044 -0.007 -0.029 0.027
H 3.851372 3.229406 6.109058 0.005 -0.011 -0.006
H 3.701933 1.875614 7.241987 -0.008 -0.013 0.003
H 1.287726 2.766791 4.713935 -0.016 -0.031 -0.006
C 4.256686 -7.298123 3.403653 -0.064 0.020 0.044
C 4.028436 -5.984484 2.673000 0.115 -0.043 0.001
C 5.272283 -5.518974 1.933550 -0.031 0.076 -0.003
O 3.570605 -4.976813 3.574109 -0.036 -0.021 0.020
H 5.045256 -7.180754 4.152559 0.030 -0.011 -0.023
H 3.348523 -7.613389 3.917282 -0.005 0.004 -0.011
H 4.558827 -8.086851 2.713612 0.009 0.004 -0.009
H 3.210607 -6.105070 1.959543 -0.023 0.011 -0.001
H 6.089726 -5.350363 2.640775 0.015 -0.036 -0.003
H 5.077106 -4.582261 1.411793 -0.012 -0.008 -0.004
H 5.600724 -6.261748 1.205551 0.000 -0.012 0.005
H 4.259474 -4.827365 4.231029 -0.001 0.003 -0.007
C -3.255887 2.882491 -4.295399 -0.056 -0.115 -0.018
C -2.927509 2.377560 -2.901159 0.207 0.007 -0.024
C -1.440412 2.482567 -2.593720 -0.007 -0.030 0.080
O -3.370043 1.033688 -2.715357 -0.128 -0.012 -0.051
H -2.733276 2.277678 -5.043637 0.035 0.018 0.008
H -4.326534 2.801663 -4.487334 -0.003 0.008 0.016
H -2.961669 3.923248 -4.422373 -0.004 0.008 0.001
H -3.488587 2.955726 -2.164383 -0.025 -0.010 0.014
H -0.866178 1.870367 -3.295928 0.010 0.023 -0.032
H -1.233217 2.121089 -1.584534 -0.015 0.002 0.007
H -1.090360 3.512633 -2.676932 0.003 0.004 -0.012
H -2.895647 0.478029 -3.344427 0.003 0.003 0.002
C -3.168319 6.863488 -7.377091 0.058 -0.037 0.042
C -4.178260 6.196084 -6.457328 -0.019 0.094 -0.056
C -5.524725 6.901339 -6.484225 -0.018 -0.036 0.070
O -3.674727 6.118986 -5.124298 0.010 0.034 0.016
H -2.993512 7.895443 -7.059456 -0.028 0.016 -0.023
H -2.215562 6.335313 -7.346304 -0.008 -0.011 -0.001
H -3.523957 6.881509 -8.407958 -0.012 0.004 -0.001
H -4.309334 5.155176 -6.759197 0.005 -0.022 0.014
H -5.416101 7.934367 -6.141551 0.006 0.016 -0.036
H -6.232199 6.399867 -5.824257 0.006 -0.011 -0.006
H -5.940827 6.920319 -7.492187 0.008 0.004 -0.009
H -3.539305 7.017757 -4.804025 -0.003 -0.001 -0.003
```
Forces are in eV/Å.

Values from the calculation:
SMILES: O=S(=O)(F)c1cccc2c1Nc1c(S)cccc1S2.CC(C)O.CC(C)O.CC(C)O.CC(C)O.CC(C)O.CC(C)O.CC(C)O
M (g mol⁻¹): 734.07
HOMO-LUMO gap (eV): 8.3
Total energy (eV): -90400.4576
HOMO (eV): -7.7417

Entry from the Open Molecules 2025 dataset: 7 unconnected molecules or ions with the total composition C33H64O20S6 in a non-equilibrium geometry (the ωB97M-V functional and the def2-TZVPD basis).

Structure (XYZ):
```
123
Properties=species:S:1:pos:R:3:forces:R:3
C 13.690069 0.346223 3.434739 -0.045 0.721 0.810
C 13.540980 1.920785 2.953348 -0.031 -0.962 -1.716
C 13.057583 1.852893 1.355307 0.250 -0.095 0.283
C 11.420562 1.657290 1.206469 0.252 0.030 -0.316
C 10.580287 3.071696 1.447382 -0.702 -1.501 0.705
C 8.980624 2.705492 1.266646 -2.944 -0.511 0.245
C 8.171660 2.981337 -0.169800 -1.470 -1.619 3.192
C 6.579743 2.570056 -0.367622 2.474 -0.537 3.888
C 5.839672 1.879023 0.931387 2.299 0.759 -0.055
C 6.626348 1.636844 2.384897 1.374 0.877 -2.071
C 8.223191 2.045698 2.601473 -3.011 0.515 -4.506
C 5.711851 0.921637 3.587083 0.216 1.376 3.911
O 5.816130 1.271101 4.885788 -0.502 -2.435 -8.267
C 4.626650 -0.221507 3.027802 -1.477 1.246 -3.730
C 3.908761 -0.000202 1.709803 2.577 0.039 3.252
C 4.247048 1.379060 0.826310 -2.715 1.962 -1.558
O 3.307069 2.035120 0.136710 6.023 -4.257 3.978
H 14.280257 -0.315257 2.637540 -1.226 1.618 1.834
H 14.265834 0.373336 4.480015 -1.290 -0.449 -2.307
H 12.616123 -0.119522 3.593290 2.270 0.865 -0.289
H 12.728730 2.516993 3.563753 1.892 -1.215 -0.987
H 14.604860 2.437325 2.953930 -2.333 -0.950 0.300
H 13.610974 0.894563 0.911685 -1.278 2.180 0.727
H 13.465101 2.816165 0.789998 -1.105 -2.041 1.047
H 11.112941 1.244730 0.129398 0.830 0.841 2.366
H 11.094469 0.841017 2.014077 0.508 1.878 -1.790
H 10.760670 3.344027 2.591516 -0.502 -0.187 -2.585
H 10.929655 3.926295 0.728393 -0.727 -1.705 1.406
H 8.825003 3.488951 -1.024208 -1.764 -1.270 1.961
H 6.034542 2.774152 -1.405293 1.208 -0.579 2.695
H 8.756064 1.831725 3.621130 -1.148 0.547 -2.253
H 4.408699 -1.211445 3.631860 0.515 2.439 -1.154
H 3.152177 -0.826532 1.304713 1.692 2.175 0.984
C 1.382113 4.254739 0.164848 0.074 -0.111 -0.249
C -0.094377 4.549174 0.350732 0.737 -0.642 0.839
O -0.592704 5.376138 -0.690634 -0.770 0.077 -1.344
S -0.911779 4.702421 -2.139644 0.302 0.567 0.213
C -1.836372 6.058481 -2.816521 0.031 0.074 0.160
O -1.808350 3.581150 -1.950601 1.295 0.512 -0.220
O 0.326650 4.580149 -2.878162 -1.052 -0.268 0.574
H 1.549334 3.625388 -0.714082 -0.013 0.071 0.228
H 1.785308 3.731774 1.036759 -0.124 0.094 -0.136
H 1.946376 5.180448 0.011652 -0.126 -0.071 0.116
H -0.676527 3.624811 0.427197 -0.025 0.100 -0.159
H -0.233869 5.096756 1.288863 -0.216 0.136 -0.323
H -2.747538 6.193439 -2.231223 0.150 -0.059 -0.029
H -2.087637 5.813162 -3.850325 0.136 -0.091 0.126
H -1.217974 6.957686 -2.787482 -0.044 -0.146 -0.017
C 0.573138 -5.784194 2.176453 0.055 0.253 0.265
C 1.343021 -6.352080 0.999146 -0.579 -0.774 0.861
O 1.852171 -5.320142 0.166971 1.221 0.981 -0.321
S 3.184722 -4.514263 0.646764 -0.393 -0.374 -0.404
C 3.532606 -3.718230 -0.901538 -0.160 -0.054 -0.092
O 4.238551 -5.468388 0.922293 -0.930 0.811 0.196
O 2.795704 -3.501145 1.604011 0.521 -0.778 -0.416
H 1.240435 -5.256846 2.864336 -0.073 -0.091 -0.070
H 0.074659 -6.582166 2.734170 0.038 0.050 -0.141
H -0.177727 -5.062854 1.837823 0.058 -0.203 0.004
H 2.147252 -7.015558 1.334110 0.056 0.177 -0.109
H 0.663974 -6.952907 0.384901 0.253 0.279 -0.179
H 3.774281 -4.479601 -1.645124 -0.062 0.073 0.168
H 4.385886 -3.053028 -0.754954 -0.091 -0.134 0.149
H 2.658254 -3.139860 -1.206211 0.091 -0.111 0.094
C -2.095547 11.275879 -6.220072 -0.082 -0.033 0.365
C -1.512241 10.427531 -7.334220 -1.068 0.530 -0.121
O -0.230642 9.924865 -6.985691 0.753 -1.065 0.569
S -0.138670 8.652518 -5.971784 0.242 0.262 -0.347
C 1.571226 8.266838 -6.253629 0.037 0.141 -0.123
O -0.948041 7.572546 -6.496576 0.276 0.963 0.682
O -0.281366 9.129676 -4.613099 -0.246 -0.576 -0.962
H -2.330409 10.665177 -5.343462 0.011 0.078 -0.120
H -3.017180 11.765088 -6.548032 0.125 -0.053 -0.046
H -1.380524 12.040462 -5.899208 -0.109 -0.080 -0.139
H -2.189875 9.612022 -7.607990 0.186 -0.041 0.078
H -1.380351 11.050250 -8.225411 0.297 -0.257 0.116
H 1.698282 7.957681 -7.292518 -0.095 0.068 0.151
H 1.848296 7.450995 -5.583034 -0.212 0.094 -0.014
H 2.173969 9.150069 -6.033552 -0.157 -0.100 -0.014
C -4.462607 3.169945 -0.807548 -0.250 0.014 -0.276
C -4.064878 2.902341 0.631711 0.774 0.681 -0.917
O -5.077188 2.186648 1.324282 -0.622 -1.455 0.529
S -5.217027 0.583618 1.067233 0.007 0.692 0.173
C -6.290365 0.231663 2.436905 -0.016 0.193 0.079
O -3.936027 -0.046035 1.310962 -0.952 0.439 -0.569
O -5.956430 0.372238 -0.158600 0.826 -0.064 0.838
H -4.506143 2.240191 -1.382200 0.076 0.143 0.046
H -3.740221 3.833190 -1.291856 -0.294 -0.249 0.263
H -5.456090 3.627465 -0.857209 0.086 -0.046 0.140
H -3.106896 2.374686 0.686856 -0.166 -0.090 0.039
H -3.936871 3.858372 1.150377 -0.206 -0.289 0.203
H -5.758615 0.440593 3.366745 -0.030 -0.011 -0.183
H -6.562575 -0.824627 2.389792 0.130 0.121 -0.121
H -7.185771 0.850525 2.352720 0.162 -0.073 -0.049
C -5.087657 -3.092585 -0.346184 0.316 -0.024 -0.186
C -5.832752 -3.494614 0.912574 0.506 1.104 -0.233
O -6.254354 -4.849428 0.854484 0.264 -1.398 0.364
S -5.157761 -6.022459 1.131639 -0.487 0.143 -0.126
C -6.308046 -7.360880 1.325039 -0.140 0.164 -0.014
O -4.517043 -5.776572 2.406725 -0.148 0.014 -1.134
O -4.398269 -6.244359 -0.079971 -0.241 0.266 1.101
H -4.130632 -3.617143 -0.420381 -0.116 0.069 0.048
H -4.885187 -2.017744 -0.349553 -0.095 -0.176 0.021
H -5.667035 -3.349255 -1.239068 -0.008 0.090 0.177
H -5.227615 -3.312400 1.806890 -0.011 -0.188 -0.037
H -6.735904 -2.881939 1.003893 -0.075 -0.392 0.021
H -6.923220 -7.174901 2.207074 0.091 -0.008 -0.186
H -5.735914 -8.281766 1.454264 0.065 0.218 -0.018
H -6.925177 -7.429423 0.427108 0.100 0.080 0.153
C -12.904571 -8.698144 1.777510 0.012 0.310 -0.219
C -11.922461 -9.708667 2.339265 -0.774 0.612 0.736
O -11.158352 -10.316713 1.308216 1.260 0.013 -0.787
S -9.921364 -9.481108 0.654797 -0.450 -0.354 -0.078
C -9.162102 -10.839643 -0.199506 -0.117 -0.146 0.079
O -9.033979 -9.047961 1.713928 -0.797 0.040 -0.752
O -10.450280 -8.561103 -0.329023 0.599 -0.476 1.038
H -12.381509 -7.835633 1.354372 -0.072 -0.101 0.073
H -13.576787 -8.335220 2.560262 0.082 -0.114 -0.040
H -13.500340 -9.141501 0.972964 0.058 0.000 0.187
H -11.269914 -9.251999 3.090816 0.079 -0.076 -0.174
H -12.479567 -10.508303 2.838873 0.317 -0.094 -0.248
H -8.808034 -11.566151 0.533867 -0.090 0.145 -0.064
H -8.321396 -10.448510 -0.775955 -0.151 0.109 0.124
H -9.895908 -11.289813 -0.870852 0.071 0.126 0.124
```
Forces are in eV/Å.

Values from the calculation:
SMILES: CCCCCc1ccc2c(c1)C(=O)C=CC2=O.CCOS(C)(=O)=O.CCOS(C)(=O)=O.CCOS(C)(=O)=O.CCOS(C)(=O)=O.CCOS(C)(=O)=O.CCOS(C)(=O)=O
M (g mol⁻¹): 973.26
HOMO-LUMO gap (eV): 7.3
Total energy (eV): -141202.5341
HOMO (eV): -8.7413